Entry 1:
Here is a cluster of 7 separate species, C27H46BFNO19P in total in a non-equilibrium geometry from OMol25. Energies are from ωB97M-V/def2-TZVPD.

Output
E_tot: -81819.5837 eV
HOMO: -8.33 eV

```
! wB97M-V def2-TZVPD RIJCOSX def2/J DEFGRID3
* xyz 0 1
N -0.67517 -0.87041 1.04465
P -1.51390 -2.13029 0.40531
B -2.84859 -1.34351 -0.74887
O -3.93630 -0.58072 -0.04053
C -2.85372 -1.41438 -2.39321
C -2.05431 -0.11594 -3.02922
C -0.44461 -0.42267 -3.27279
F 0.29190 0.89403 -3.30153
H -1.08875 -0.00168 0.60925
H -0.62629 -3.05219 -0.28911
H -2.16857 -2.77718 1.52365
H -3.40778 0.17527 0.40015
H -2.37400 -2.39865 -2.83515
H -3.98728 -1.28807 -2.72747
H -2.51009 0.04867 -4.11991
H -2.22402 0.88708 -2.42351
H -0.36164 -1.01988 -4.27592
H 0.03599 -1.06131 -2.40952
C -0.70260 4.71329 3.67465
C -0.25794 3.61032 2.73591
C 0.38664 4.11483 1.48047
O 0.11598 3.07516 0.55712
C -1.03312 2.46924 0.98307
O -1.67035 1.66144 0.32957
O -1.37494 2.89256 2.23741
H -1.21032 4.28730 4.54670
H 0.14802 5.30790 4.01969
H -1.42532 5.37853 3.18868
H 0.39091 2.90224 3.26514
H 1.46470 4.25922 1.59441
H -0.05914 5.04062 1.10019
C -3.78862 -6.01215 -6.43208
C -3.24942 -4.78120 -5.73242
C -2.90454 -3.66230 -6.66799
O -1.89127 -2.97090 -5.95948
C -1.28842 -3.89244 -5.14934
O -0.24997 -3.70144 -4.54039
O -2.00249 -5.05794 -5.11603
H -3.97357 -6.81077 -5.70564
H -4.72227 -5.79298 -6.95785
H -3.06240 -6.40820 -7.15096
H -3.94734 -4.45342 -4.95271
H -3.75637 -3.00489 -6.86348
H -2.48919 -4.00180 -7.62331
C 2.92746 2.16639 -3.15709
C 3.46666 3.39735 -2.45743
C 3.81154 4.51625 -3.39300
O 4.82482 5.20765 -2.68449
C 5.42766 4.28610 -1.87435
O 6.46611 4.47710 -1.26540
O 4.71359 3.12060 -1.84104
H 2.74252 1.36777 -2.43065
H 1.99381 2.38556 -3.68286
H 3.65368 1.77035 -3.87596
H 2.76875 3.72513 -1.67772
H 2.95971 5.17366 -3.58849
H 4.22689 4.17674 -4.34832
C 4.29142 -1.71471 1.79572
C 3.85520 -0.67366 2.80638
C 2.42190 -0.80652 3.22370
O 2.08232 0.52106 3.58283
C 2.89646 1.33985 2.85087
O 2.75518 2.54671 2.75497
O 3.88752 0.62505 2.23747
H 5.32836 -1.53651 1.49124
H 4.21552 -2.72478 2.20824
H 3.68593 -1.65857 0.88397
H 4.52883 -0.68127 3.67162
H 2.29654 -1.48107 4.07534
H 1.75730 -1.12706 2.41377
C -5.09445 2.43030 7.52025
C -4.35887 3.73263 7.76184
C -4.97365 4.90726 7.06294
O -3.86474 5.76902 6.87737
C -2.75811 4.96832 6.82054
O -1.65111 5.34459 6.47610
O -3.05861 3.68879 7.19725
H -4.57186 1.60276 8.01196
H -6.11805 2.47561 7.90282
H -5.12645 2.18663 6.45224
H -4.25478 3.91390 8.83830
H -5.74472 5.39452 7.66630
H -5.39108 4.66325 6.07976
C 2.64381 -4.32074 -2.76527
C 2.94451 -5.15840 -1.53914
C 2.14941 -4.76191 -0.33217
O 2.99319 -5.15722 0.73484
C 4.27184 -5.11407 0.25297
O 5.27265 -5.20242 0.94306
O 4.27915 -4.95454 -1.10493
H 3.28891 -4.62177 -3.59770
H 1.60000 -4.42857 -3.07352
H 2.85020 -3.26050 -2.58000
H 2.82229 -6.22347 -1.76971
H 1.18835 -5.28092 -0.27720
H 1.97697 -3.68262 -0.25585
*
```

=====

Entry 2:
Here is a structure of composition C27H46BiN8S from OMol25. Energies are from ωB97M-V/def2-TZVPD.

Output
ΔE to the lowest compared entry with this formula, charge and spin: 13.6 kcal per mole
E_tot: -57317.2128 eV
HOMO: -16.74 eV

```
! wB97M-V def2-TZVPD RIJCOSX def2/J DEFGRID3
* xyz 3 1
Bi -0.26857 -0.39691 -0.60414
C 3.04990 -2.20819 -3.48658
C 2.05687 -1.32975 -2.80472
N 0.85878 -1.68359 -2.53620
N 0.29858 -2.83900 -2.95546
C -1.05022 -2.90361 -2.95776
N -1.63732 -3.96034 -3.48298
S -1.99037 -1.63356 -2.30084
C 2.29026 0.10786 -2.54337
C 3.45113 0.74021 -2.94039
C 3.49181 2.13546 -2.97874
C 2.36614 2.84466 -2.63018
C 1.25893 2.15096 -2.14778
N 1.21880 0.82166 -2.09619
H 2.99310 -3.23062 -3.10818
H 2.84859 -2.24293 -4.56229
H 4.07243 -1.86754 -3.36185
H 0.85001 -3.53223 -3.44945
H -1.14402 -4.70696 -3.95294
H -2.64545 -3.99602 -3.50730
H 4.30605 0.16962 -3.27022
H 4.38764 2.63827 -3.31744
H 2.33498 3.92167 -2.71470
H 0.34699 2.67051 -1.89571
C -0.94357 0.14653 3.46069
C -0.45600 -0.88990 2.47840
C 0.91076 -1.13041 2.24965
C 1.98474 -0.27250 2.87203
C 1.30538 -2.23316 1.45966
C 2.77027 -2.54854 1.27330
C 0.33774 -3.10754 0.92823
C 0.77574 -4.35064 0.19587
C -1.02956 -2.87034 1.15891
C -2.04927 -3.91915 0.79527
C -1.42595 -1.71063 1.85925
C -2.89072 -1.43395 2.07598
H -1.57266 0.90770 2.99160
H -0.14135 0.64094 3.99722
H -1.56520 -0.34223 4.21299
H 2.78030 -0.05487 2.15902
H 2.44156 -0.79325 3.71700
H 1.60753 0.66978 3.25641
H 3.15938 -2.11663 0.34489
H 2.93941 -3.62179 1.24387
H 3.36910 -2.16355 2.09251
H 1.65383 -4.16334 -0.42069
H -0.01525 -4.75044 -0.43255
H 1.04653 -5.12936 0.91407
H -2.36794 -3.85586 -0.24674
H -2.93512 -3.83466 1.41764
H -1.64158 -4.91351 0.96666
H -3.48304 -1.80516 1.24202
H -3.08551 -0.36940 2.18733
H -3.24550 -1.92413 2.98649
C 0.92039 3.63695 2.87588
C 1.43561 3.80148 1.44327
C 2.90860 4.19620 1.46046
C 0.62380 4.86632 0.70774
N 1.37541 2.52773 0.66864
N 0.13174 1.83475 0.73009
H 1.04063 4.57253 3.42030
H 1.49411 2.87534 3.40954
H -0.14245 3.38562 2.91023
H 3.02553 5.16456 1.94369
H 3.30267 4.26967 0.44590
H 3.50744 3.47166 2.01781
H 0.65561 5.79423 1.27663
H -0.43040 4.59479 0.59722
H 1.04168 5.06531 -0.28015
H 2.10437 1.90529 1.00340
H -0.58219 2.48019 0.40603
H -0.10474 1.59956 1.69539
C -5.62436 0.20631 -0.61333
N -4.61879 1.24589 -0.88381
C -5.10350 2.52286 -1.43696
C -3.36750 1.02384 -0.72916
N -2.22283 0.85211 -0.54557
H -6.43062 0.64237 -0.02661
H -5.18538 -0.61923 -0.06059
H -6.03618 -0.16505 -1.55181
H -5.91993 2.88525 -0.81532
H -5.47214 2.37327 -2.45146
H -4.30569 3.26056 -1.44901
*
```

=====

Entry 3:
Here is a cluster of 9 separate species, C27H46Br8O15 in total in a non-equilibrium geometry from OMol25. Energies are from ωB97M-V/def2-TZVPD.

Output
E_tot: -619786.6730 eV
HOMO (spin up / spin down): -12.16 / -12.16 eV

```
! wB97M-V def2-TZVPD RIJCOSX def2/J DEFGRID3
* xyz 1 2
C -1.49127 2.32732 4.19580
C -0.99668 3.71465 4.67765
C 0.28855 4.28876 4.09488
O -0.10488 5.39200 3.38973
C -1.49302 5.52037 3.30530
O -2.13897 6.32805 2.66161
O -2.01647 4.52707 4.07418
H -0.93239 1.54748 4.71309
H -1.32903 2.28040 3.11896
H -2.50443 1.95533 4.34824
H -1.00496 3.81440 5.76304
H 0.91496 3.60580 3.52104
H 0.87181 4.62566 4.95185
C 0.95182 3.92755 -0.51303
C -0.45976 4.41155 -0.41767
C -1.38745 4.30829 -1.66412
O -2.65942 3.92454 -1.10326
C -2.48332 3.51331 0.15451
O -3.32080 3.07187 0.93751
O -1.19565 3.59061 0.46922
H 1.41963 4.16909 0.44140
H 1.48045 4.55240 -1.23288
H 1.13632 2.86424 -0.66621
H -0.76743 5.37896 -0.02074
H -1.04923 3.44664 -2.23969
H -1.24711 5.19088 -2.28817
C -1.65684 -0.80778 1.49783
C -0.99994 -1.22209 0.13335
C -0.07756 -0.16424 -0.47666
O 1.14505 -0.76971 -0.73154
C 1.04171 -2.04634 -0.38539
O 2.04103 -2.77860 -0.36205
O -0.13315 -2.28641 0.20248
H -1.08665 -0.19878 2.19934
H -2.16111 -1.65302 1.96620
H -2.48056 -0.12655 1.28449
H -1.69857 -1.50599 -0.65368
H 0.02299 0.77807 0.06190
H -0.52903 0.12922 -1.42438
C 3.98646 -0.01335 -4.28473
C 2.70504 -0.00787 -3.39123
C 2.45057 1.32503 -2.70024
O 1.11227 1.62650 -3.00141
C 0.56266 0.70311 -3.74269
O -0.60087 0.70250 -4.10863
O 1.49046 -0.11248 -4.15311
H 3.94015 0.78025 -5.03050
H 4.29383 -0.94988 -4.75007
H 4.87601 0.23696 -3.70669
H 2.76680 -0.72526 -2.57292
H 3.16358 2.03632 -3.11710
H 2.51059 1.33679 -1.61195
Br 5.09130 -3.33913 -3.60729
C 3.43981 -4.10433 -4.33146
C 2.36862 -4.08892 -3.26666
Br 0.50308 -4.18597 -3.92262
H 3.55442 -5.08775 -4.78740
H 3.13769 -3.41496 -5.11986
H 2.27373 -3.10636 -2.80441
H 2.44223 -4.86072 -2.50050
Br 1.74669 1.27523 2.39660
C 3.77797 1.10386 2.51937
C 4.30082 0.21097 1.40698
Br 4.84546 1.31715 -0.08576
H 4.03450 0.69616 3.49716
H 4.18888 2.11284 2.48445
H 3.58774 -0.46623 0.93686
H 5.16352 -0.38340 1.70795
Br -2.03417 -4.50344 -1.02536
C -1.29540 -5.65912 0.32686
C -0.63772 -6.85353 -0.37540
Br 0.60559 -7.63781 0.98011
H -2.08805 -6.03668 0.97283
H -0.54665 -5.07192 0.85853
H -0.06687 -6.66399 -1.28441
H -1.31483 -7.64380 -0.69961
Br 3.72069 -3.02715 3.41196
C 1.98790 -3.74795 3.96014
C 0.81509 -3.19948 2.96647
Br -0.87018 -3.12252 4.02346
H 1.79884 -3.50887 5.00665
H 1.92516 -4.83535 3.91861
H 0.75510 -3.73248 2.01757
H 1.11802 -2.20099 2.65132
C -5.86344 -0.91344 0.54234
O -5.02809 0.00697 -0.04114
C -5.44465 0.57704 -1.16502
O -6.51357 0.34545 -1.69311
O -4.33808 1.24219 -1.67571
C -4.53178 2.11273 -2.80155
H -6.50762 -1.45957 -0.14677
H -6.44564 -0.37670 1.29137
H -5.27295 -1.61138 1.13591
H -4.82280 3.13897 -2.57743
H -5.14701 1.78765 -3.64054
H -3.57953 2.35310 -3.27434
*
```

=====

Entry 4:
Here is a structure of composition C27H46BrHgNOP2S in a non-equilibrium geometry from OMol25. Energies are from ωB97M-V/def2-TZVPD.

Output
ΔE to the lowest compared entry with this formula, charge and spin: 124.4 kcal per mole
E_tot: -135893.5652 eV
HOMO: -11.54 eV

```
! wB97M-V def2-TZVPD RIJCOSX def2/J DEFGRID3
* xyz 2 1
N -6.00635 4.36690 -4.30398
C -5.77809 4.76511 -3.05197
C -4.92040 4.06321 -2.17791
C -4.24576 2.88279 -2.62763
C -4.46735 2.53782 -3.98484
C -5.37489 3.29422 -4.76051
C -3.32120 2.14976 -1.73620
Hg -0.72793 0.05558 -0.82389
P 4.01247 -0.67116 0.23541
C -2.02182 1.72640 -2.02154
C -0.89151 2.37954 -1.29256
C 0.23532 2.90376 -1.99854
C 1.14858 3.72366 -1.32722
C 0.87441 4.32467 -0.05513
C -0.28173 3.82850 0.62441
C -1.13420 2.90152 0.02790
Br 2.18584 5.29577 0.77735
H -3.66581 2.20747 -0.68897
H -1.78417 1.27051 -2.99107
H -4.79623 4.46310 -1.17213
H -3.99302 1.67736 -4.43148
H -6.31626 5.65446 -2.72062
H -5.59210 2.98035 -5.78173
H 0.40815 2.50842 -3.00956
H -1.99393 2.51307 0.57155
H 2.13997 3.87902 -1.78525
H -0.51362 4.15729 1.65393
P -0.56840 -2.49915 -0.39834
C 3.79108 1.12965 0.27136
C 5.14457 1.88085 0.30486
H 3.20621 1.37377 1.17740
H 3.20093 1.45470 -0.59871
H 4.98774 2.93637 0.57750
H 5.84868 1.44852 1.02355
H 5.63972 1.86339 -0.67802
C 3.54618 -1.43051 -1.35376
C 4.75056 -2.17913 -1.97110
H 3.25310 -0.65543 -2.08481
H 2.66634 -2.07911 -1.20502
H 4.58011 -2.38587 -3.03326
H 5.63814 -1.53635 -1.90651
H 4.98706 -3.12832 -1.47801
C 3.18716 -1.44815 1.66365
C 4.21174 -1.85421 2.74644
H 2.62970 -2.34944 1.34583
H 2.43975 -0.75208 2.07621
H 3.77145 -2.56914 3.45579
H 5.09014 -2.33135 2.30010
H 4.56193 -0.99352 3.32803
C -0.32108 -3.34645 1.22519
C -1.19795 -4.56870 1.49569
H -0.47408 -2.53207 1.95573
H 0.74924 -3.60815 1.30165
H -2.25537 -4.31650 1.60824
H -1.14315 -5.33708 0.71943
H -0.87020 -5.03697 2.42658
C 0.07694 -3.77301 -1.58129
C 0.10981 -3.22298 -3.00652
H -0.56328 -4.66713 -1.44763
H 1.11048 -4.07686 -1.31749
H -0.88739 -3.14684 -3.45708
H 0.54382 -2.21983 -3.03321
H 0.70141 -3.85588 -3.67888
C -2.40504 -2.41155 -0.44833
C -3.09428 -1.63650 0.71230
H -2.76353 -3.43402 -0.56305
H -2.64725 -1.85353 -1.37739
H -3.75928 -0.85944 0.31467
H -3.74396 -2.30272 1.31701
H -2.40748 -1.12333 1.40756
C -0.80570 -1.10296 5.35178
S -1.09652 0.16842 4.11457
C -0.11660 1.51330 4.80150
O -0.40773 -0.29568 2.86344
H -0.99512 -0.67736 6.35034
H 0.23293 -1.42137 5.28710
H -1.49103 -1.93218 5.15307
H 0.84246 1.52994 4.29127
H -0.66949 2.44365 4.62530
H 0.00617 1.36915 5.87748
*
```